1.
The following is a quantum chemistry calculation of a single C3H8O4 molecule in a non-equilibrium geometry, from the OMol25 dataset.

Properties
Lowest unoccupied orbital energy in hartree: 0.0215
2S+1: 1
SMILES string: C[C@@H](O)C(O)(O)O
Gap between HOMO and LUMO in eV: 10.20
E_HOMO in eV: -9.6

Last column: natural (NBO) charge in e.
Element x y z (Å)
O 1.015785 1.531878 -0.446245  -0.731
O -0.940841 -1.383163 0.453008  -0.729
O -1.080147 -0.071389 -1.416173  -0.721
O -1.734131 0.727805 0.670328  -0.736
C 0.577864 0.462952 0.365580  0.082
C 1.632734 -0.683539 0.090932  -0.623
C -0.876366 -0.101541 -0.060338  0.706
H 0.700826 2.365317 -0.209663  0.470
H 2.552849 -0.109998 0.001980  0.222
H 1.248709 -1.083877 -0.775188  0.203
H -1.156359 -0.946008 -1.770686  0.495
H -1.855587 -1.567599 0.731290  0.489
H 1.569614 -1.342720 0.895764  0.215
H -2.192570 1.302961 0.103127  0.484
H 0.537616 0.898923 1.366277  0.173

Cartesian forces, eV/Å:
0.8 -1.8 -1.6
-0.7 -0.5 0.1
-0.4 1.3 -0.1
-0.2 -1.2 0.7
0.3 -0.9 -1.2
-1.0 3.9 1.6
2.5 1.2 1.9
-1.1 1.8 0.9
0.3 -0.7 -0.2
0.0 -1.3 -2.2
-0.1 -0.8 0.0
0.4 0.2 -0.1
0.4 -1.3 1.1
-1.0 1.1 -1.4
-0.2 -1.0 0.3

***

2.
The following is a quantum chemistry calculation of 2 unconnected molecules or ions with the total composition C4H6BrI in a non-equilibrium geometry, from the OMol25 dataset.

Properties
Lowest unoccupied orbital energy (alpha / beta) in hartree: -0.0199 / -0.0131
2S+1: 1
Gap between HOMO and LUMO (alpha / beta) in eV: 7.87 / 7.66
E_HOMO (alpha / beta) in eV: -8.4 / -8.0

Last column: natural (NBO) charge in e.
Element x y z (Å)
I 1.769217 -1.039231 -1.554609  0.174
Br -1.272972 0.416761 2.660832  0.056
C -0.810863 0.745518 -1.383508  -0.358
C -0.437217 0.641692 0.966165  -0.196
C -1.089791 0.236186 -0.145022  -0.323
C 1.352687 -1.129756 0.509579  -0.536
H 0.182686 1.530215 0.963320  0.210
H 1.241486 -2.078495 0.856097  0.169
H -1.227298 0.265427 -2.181306  0.188
H 0.067123 1.452279 -1.682282  0.206
H 1.915597 -0.435663 1.116041  0.190
H -1.690654 -0.604933 -0.125304  0.220

Cartesian forces, eV/Å:
-0.1 -0.2 1.2
0.3 -0.2 -0.1
2.7 1.5 1.1
1.0 0.1 1.9
0.6 1.5 -2.7
0.5 3.4 -1.3
0.2 -0.2 -0.1
-0.6 -2.6 0.9
-1.2 -1.0 -2.2
-2.0 -0.9 1.1
0.3 -0.1 -0.2
-1.5 -1.4 0.3

***

The relative energy (zero: lowest compared OMol25 entry of this formula, charge and spin) results, record by record, are as follows: 1.325; 3.098 eV.